No. 1
Density functional theory data (ωB97M-V/def2-TZVPD) for a structure of composition C23H47CuO22.

Last column: Löwdin charge in e.
Element x y z (Å)
Cu  1.0696  2.8106  -2.1072  0.536
C  0.8094  -0.2449  1.0885  -0.072
C  0.2020  -0.1239  -0.3064  -0.439
O  0.4778  1.0568  -0.9772  -0.341
H  0.4345  0.5025  1.8002  0.025
H  1.8931  -0.1265  0.9990  0.065
H  0.5582  -1.1976  1.5708  0.069
H  -0.9014  -0.2408  -0.2347  0.092
H  0.6729  -0.9213  -0.9286  0.084
C  -2.4981  -2.9637  1.8572  -0.051
O  -1.7990  -2.6544  3.0290  0.033
C  -1.9705  -1.4398  3.4781  -0.698
O  -2.6924  -0.6290  3.0367  0.159
O  -1.2060  -1.3081  4.5181  0.036
C  -1.0578  0.0058  4.9725  -0.036
H  -2.6079  -4.0286  1.6655  0.102
H  -1.9594  -2.5209  1.0182  0.090
H  -3.5328  -2.6221  1.8606  0.081
H  -2.0293  0.5002  5.0448  0.104
H  -0.4942  0.6215  4.2606  0.082
H  -0.5283  -0.0055  5.9132  0.097
C  4.6730  -1.2728  0.4422  -0.023
O  5.5579  -1.6782  -0.5851  0.038
C  5.9378  -0.7254  -1.4045  -0.694
O  5.7473  0.4165  -1.2638  0.149
O  6.6449  -1.2861  -2.3347  0.030
C  7.3969  -0.4626  -3.2191  -0.024
H  5.1845  -0.9147  1.3445  0.107
H  4.1972  -2.1882  0.7717  0.076
H  4.0067  -0.4780  0.1363  0.070
H  7.4134  0.5635  -2.8469  0.094
H  7.0476  -0.6170  -4.2353  0.095
H  8.4498  -0.7686  -3.2057  0.095
C  -5.4011  5.0593  4.0960  -0.079
O  -4.1904  4.3745  4.0709  0.019
C  -3.8335  3.8264  2.9164  -0.702
O  -4.3776  4.0172  1.9204  0.183
O  -2.8458  3.0206  3.1338  0.036
C  -2.2927  2.3629  2.0104  -0.023
H  -5.6554  5.5077  3.1143  0.095
H  -5.3381  5.9474  4.7157  0.093
H  -6.2998  4.4537  4.2330  0.100
H  -2.2203  3.0608  1.1784  0.108
H  -3.0116  1.6228  1.6540  0.091
H  -1.3788  1.8549  2.2546  0.061
C  2.7202  -4.3122  3.6260  -0.011
O  2.8061  -3.7297  2.2959  0.005
C  2.1125  -4.3635  1.3941  -0.737
O  1.5819  -5.3675  1.5654  0.184
O  2.1818  -3.6863  0.2728  -0.008
C  1.2608  -4.0458  -0.7768  -0.007
H  3.2648  -3.6300  4.2780  0.091
H  3.3263  -5.2296  3.6231  0.101
H  1.7287  -4.5187  4.0055  0.096
H  1.7044  -3.5924  -1.6630  0.088
H  0.3452  -3.4861  -0.5988  0.087
H  1.1795  -5.1145  -0.9066  0.095
C  0.4778  3.2375  -6.4600  0.001
O  0.8761  1.8512  -6.3293  0.047
C  0.7401  1.3031  -5.1743  -0.737
O  0.2563  1.8182  -4.2279  0.112
O  1.1907  0.1164  -5.2209  0.058
C  1.0566  -0.5942  -3.9719  0.001
H  -0.4684  3.3773  -6.9767  0.098
H  1.2703  3.6910  -7.0618  0.097
H  0.4734  3.7208  -5.4832  0.087
H  1.5805  -0.0268  -3.2015  0.082
H  1.4917  -1.5671  -4.1301  0.093
H  0.0117  -0.6246  -3.6751  0.107
C  3.6416  2.5019  -0.2633  -0.012
O  2.7278  2.6873  0.8349  0.001
C  1.7572  3.5525  0.6787  -0.681
O  1.6012  4.2392  -0.2722  0.118
O  0.9791  3.6210  1.7058  0.067
C  1.2065  2.7689  2.8019  -0.052
H  3.4589  1.5520  -0.7397  0.071
H  4.6549  2.6221  0.1220  0.102
H  3.5928  3.3632  -0.9404  0.097
H  0.4538  2.8900  3.5744  0.096
H  2.1921  2.7400  3.2645  0.109
H  1.0632  1.7526  2.4170  0.046
C  -7.1169  -1.9177  -4.2158  -0.055
O  -6.4557  -1.1045  -3.2682  0.019
C  -5.9295  -1.7240  -2.2421  -0.674
O  -5.9647  -2.8890  -2.1307  0.161
O  -5.3980  -0.8318  -1.4080  0.008
C  -4.2276  -1.1972  -0.6593  -0.023
H  -7.4809  -1.2423  -4.9927  0.094
H  -7.9322  -2.5286  -3.8335  0.099
H  -6.4217  -2.5720  -4.7607  0.100
H  -3.8466  -0.2565  -0.2675  0.090
H  -3.4672  -1.6535  -1.2829  0.101
H  -4.5092  -1.7667  0.2190  0.076

As for the HOMO-LUMO gap: 7.3229 eV. The value obtained for the energy above the lowest of the compared OMol25 structures with the same formula, charge and spin is 198.5 kJ/mol.

No. 2
Density functional theory data (ωB97M-V/def2-TZVPD) for a cluster of 7 separate species, C23H48BO8P in total.

Last column: Löwdin charge in e.
Element x y z (Å)
C  0.9782  -1.8003  2.8209  0.068
C  0.2154  -1.3541  1.7192  -0.119
C  -0.2257  -0.7745  0.2258  -0.381
P  -1.0302  0.9562  0.2668  0.780
O  -1.9052  2.4993  0.3682  -0.418
B  0.0474  1.5796  1.7210  -0.475
O  -0.6793  2.0307  2.9573  -0.026
C  1.6852  1.7119  1.7494  -0.191
C  2.4138  1.6774  0.2811  -0.147
H  1.5934  -2.4043  3.6468  0.061
H  0.6610  -0.8203  -0.5638  0.079
H  -1.0369  -1.5527  -0.1754  0.073
H  -0.7199  1.2280  -1.1223  0.061
H  -2.2953  0.2937  0.6140  0.040
H  -2.7986  2.2486  0.7900  0.048
H  -1.6387  1.7016  2.9030  0.093
H  2.0985  0.8615  2.4666  0.099
H  1.9247  2.7331  2.3192  0.123
H  3.5879  1.7212  0.4911  0.094
H  2.1684  2.6296  -0.3540  0.087
H  2.2225  0.6888  -0.3293  0.047
C  3.7075  1.6624  -3.2308  -0.008
C  2.7703  0.4844  -3.2397  -0.455
O  2.3057  0.0301  -2.1953  0.002
C  2.4236  -0.1162  -4.5757  -0.013
H  3.8676  1.9910  -2.1984  0.068
H  4.6707  1.3741  -3.6594  0.089
H  3.2708  2.4888  -3.7973  0.081
H  3.3295  -0.4838  -5.0642  0.089
H  1.9297  0.6309  -5.2020  0.057
H  1.7387  -0.9581  -4.4283  0.076
C  3.2477  1.2959  5.7239  -0.020
C  4.3440  0.6115  4.9520  -0.491
O  4.6308  0.9575  3.8071  0.043
C  5.0759  -0.5126  5.6353  -0.025
H  2.8081  2.0863  5.1063  0.082
H  2.4663  0.5751  5.9777  0.073
H  3.6579  1.7477  6.6305  0.086
H  4.3761  -1.3140  5.8852  0.082
H  5.5676  -0.1413  6.5380  0.085
H  5.8395  -0.9122  4.9594  0.084
C  0.1877  4.7370  -6.3080  -0.026
C  0.1944  3.2419  -6.1331  -0.472
O  1.1854  2.6536  -5.7035  0.037
C  -1.0585  2.4945  -6.5041  -0.015
H  1.1576  5.1426  -6.0009  0.083
H  0.0208  4.9875  -7.3587  0.086
H  -0.5909  5.1808  -5.6825  0.087
H  -1.2810  2.6449  -7.5635  0.091
H  -1.8927  2.8383  -5.8873  0.090
H  -0.9087  1.4242  -6.3260  0.061
C  -1.0827  -3.4999  6.3496  -0.026
C  -0.0199  -2.4584  6.5778  -0.492
O  1.1435  -2.6452  6.2249  0.020
C  -0.4357  -1.1796  7.2543  -0.021
H  -0.6384  -4.3688  5.8527  0.086
H  -1.5005  -3.8203  7.3073  0.086
H  -1.8688  -3.0940  5.7079  0.086
H  -0.8247  -1.3966  8.2523  0.087
H  -1.1930  -0.6704  6.6529  0.089
H  0.4344  -0.5216  7.3526  0.075
C  -3.3523  -0.2549  -3.8198  -0.029
C  -2.2560  -0.9393  -4.5917  -0.468
O  -1.9692  -0.5933  -5.7366  0.030
C  -1.5241  -2.0634  -3.9084  -0.020
H  -3.7919  0.5355  -4.4375  0.083
H  -4.1337  -0.9757  -3.5660  0.057
H  -2.9421  0.1969  -2.9132  0.078
H  -2.2239  -2.8647  -3.6585  0.074
H  -1.0324  -1.6920  -3.0057  0.075
H  -0.7605  -2.4629  -4.5843  0.082
C  -5.5874  -1.9365  -0.2239  -0.017
C  -4.4910  -2.6209  -0.9958  -0.463
O  -4.2043  -2.2748  -2.1407  0.019
C  -3.7592  -3.7449  -0.3125  -0.017
H  -6.0269  -1.1460  -0.8415  0.088
H  -6.3688  -2.6573  0.0299  0.089
H  -5.1771  -1.4846  0.6827  0.084
H  -4.4590  -4.5463  -0.0626  0.089
H  -3.2675  -3.3736  0.5902  0.085
H  -2.9956  -4.1445  -0.9884  0.086

As for the HOMO-LUMO gap: 8.9826 eV. The value obtained for the energy above the lowest of the compared OMol25 structures with the same formula, charge and spin is 209.1 kJ/mol.

No. 3
Density functional theory data (ωB97M-V/def2-TZVPD) for a cluster of 6 separate species, C23H48F2I2N2O16P2S in total.

Last column: Löwdin charge in e.
Element x y z (Å)
O  -1.4324  -1.3381  0.7329  0.004
C  -1.8071  -0.2714  0.3787  -0.823
I  -3.5783  -0.0231  -0.8403  0.872
C  -0.9048  0.9405  0.8648  -0.189
C  0.2801  1.0520  -0.1473  -0.590
I  -0.6714  2.2467  -1.8179  1.098
N  0.6615  -0.1455  -0.9013  0.048
C  1.6487  0.3933  -1.8385  -0.547
O  1.7482  0.2555  -2.9771  0.172
C  2.5741  1.2714  -0.8239  -0.333
P  3.5425  2.3664  -2.0013  0.493
O  2.6458  3.1181  -2.8842  -0.255
O  4.4711  1.4333  -2.9730  -0.119
O  4.5912  3.3565  -1.2503  -0.118
S  3.7166  -0.0141  -0.1933  0.698
O  5.0435  0.5040  -0.0283  -0.243
O  3.2027  -0.7221  0.9314  -0.211
F  3.8103  -1.0781  -1.4033  -0.129
C  1.5820  1.9365  0.2073  -0.375
C  2.0379  2.0933  1.6686  -0.458
O  1.2999  2.0676  2.6011  0.130
N  3.4272  2.3508  1.9302  0.197
C  3.9944  1.5391  2.9511  -0.525
O  5.0213  1.8448  3.4034  0.200
F  3.3829  0.4547  3.4459  0.140
P  1.0424  3.7691  -0.2062  0.798
O  -0.0607  4.2740  0.9555  -0.261
O  2.3517  4.8119  0.0687  -0.272
H  -0.6055  0.6710  1.8951  0.125
H  -1.5250  1.8593  0.8238  0.073
H  1.0198  -0.8593  -0.2573  0.139
H  3.9747  1.2832  -3.7985  0.097
H  5.1828  2.8607  -0.6517  0.083
H  3.9982  2.3788  1.0902  0.099
H  -0.3414  3.5408  1.5353  0.046
H  2.0133  5.5760  0.5742  0.065
C  -1.4248  -6.1632  2.4900  -0.065
C  -2.1197  -5.7981  1.1874  -0.497
C  -1.1447  -5.8107  0.0195  -0.065
O  -2.7047  -4.5036  1.3054  -0.060
H  -0.6362  -5.4439  2.7258  0.078
H  -2.1322  -6.1401  3.3205  0.070
H  -0.9816  -7.1599  2.4366  0.083
H  -2.9326  -6.5014  0.9945  0.137
H  -0.3465  -5.0784  0.1732  0.079
H  -1.6534  -5.5369  -0.9070  0.076
H  -0.6928  -6.7968  -0.1081  0.078
H  -2.0029  -3.8636  1.4776  0.067
C  -2.0248  -2.4102  -4.9477  -0.060
C  -1.7685  -0.9109  -4.9625  -0.497
C  -1.2001  -0.4598  -6.2994  -0.060
O  -0.8585  -0.5724  -3.9188  -0.122
H  -1.0940  -2.9642  -5.1024  0.082
H  -2.4229  -2.7207  -3.9796  0.077
H  -2.7346  -2.6981  -5.7260  0.080
H  -2.7003  -0.3775  -4.7611  0.136
H  -0.2422  -0.9496  -6.4986  0.082
H  -1.0120  0.6156  -6.2923  0.079
H  -1.8851  -0.6892  -7.1183  0.079
H  -0.0292  -1.0369  -4.0834  0.071
C  -1.4030  -3.4037  6.3723  -0.062
C  -1.4561  -4.9199  6.2651  -0.501
C  -1.4935  -5.5703  7.6396  -0.065
O  -0.3161  -5.3879  5.5461  -0.064
H  -0.5007  -3.0835  6.9019  0.081
H  -1.3668  -2.9510  5.3795  0.077
H  -2.2744  -3.0138  6.9023  0.080
H  -2.3385  -5.2165  5.6946  0.132
H  -0.5943  -5.3218  8.2110  0.081
H  -1.5216  -6.6576  7.5478  0.079
H  -2.3676  -5.2451  8.2074  0.080
H  0.4722  -5.1322  6.0399  0.088
C  7.8411  7.9323  -1.7089  -0.068
C  6.5274  7.1834  -1.5416  -0.498
C  6.5804  5.8172  -2.2088  -0.063
O  5.4662  7.9507  -2.1073  -0.055
H  8.0585  8.1021  -2.7676  0.080
H  7.7855  8.9138  -1.2342  0.078
H  8.6717  7.3775  -1.2677  0.078
H  6.3059  7.0643  -0.4790  0.138
H  6.7566  5.9164  -3.2843  0.084
H  5.6312  5.2967  -2.0906  0.054
H  7.3740  5.1996  -1.7815  0.082
H  5.6504  8.0629  -3.0473  0.086
C  -8.7618  -0.4786  -1.9018  -0.064
C  -7.6398  -0.2072  -0.9117  -0.514
C  -8.1743  -0.0641  0.5045  -0.062
O  -6.9513  0.9876  -1.2853  -0.109
H  -9.4781  0.3483  -1.9128  0.081
H  -8.3651  -0.5692  -2.9147  0.079
H  -9.2953  -1.3978  -1.6523  0.081
H  -6.9128  -1.0212  -0.9487  0.120
H  -8.8712  0.7766  0.5731  0.082
H  -7.3599  0.1399  1.2021  0.078
H  -8.6903  -0.9709  0.8257  0.081
H  -7.5828  1.7160  -1.2566  0.087

As for the HOMO-LUMO gap: 7.2455 eV.

- Number 3 is which compound?
  C23H48F2I2N2O16P2S